[1]
Here is 2 unconnected molecules or ions with the total composition C13H15N6O6S at a distorted geometry from the Open Molecules 2025 dataset. Energies are from wB97M-V/def2-TZVPD.

XYZ file:
```
41
Properties=species:S:1:pos:R:3:forces:R:3
O -4.60042 -7.81953 0.60106 1.2 1.1 0.8
O -2.25809 -3.29207 -0.53908 -0.5 -0.8 0.3
O -1.46633 4.99679 -2.52002 -0.4 0.1 -0.3
O 1.26082 -0.91014 2.67918 1.3 -0.2 0.0
O 2.94942 3.01605 -0.79125 -0.4 -0.4 -0.1
O -0.76923 -0.32997 2.08958 0.0 0.8 -0.5
N -1.11003 -5.17670 2.79003 -2.4 -2.5 -0.4
N -3.52522 -5.85020 0.24619 2.3 2.7 0.5
N -0.85013 -3.41782 1.19807 -1.2 -0.7 -1.2
S -2.85127 -7.21591 2.45157 0.4 0.2 0.5
C -3.78313 -6.99292 0.98165 -2.4 -2.5 -1.2
C -1.91129 -3.90357 0.46386 1.2 2.7 -1.9
C -0.50817 4.66768 -1.83862 -0.2 1.3 -0.8
C 0.46796 -0.16701 2.05663 -1.4 -0.5 0.4
C 1.85637 2.62640 -1.19610 0.8 1.2 0.6
C -2.06060 -5.71721 2.06751 2.5 0.5 2.8
C -2.57319 -5.15464 0.83968 -2.0 -1.8 -0.8
C -0.54042 -4.02529 2.29081 0.7 1.2 -0.3
N 0.44903 -3.49482 3.00419 -0.6 -0.2 0.2
N 1.69942 2.01454 -2.37846 -0.3 -0.6 -0.5
N -0.49786 3.49217 -1.21579 0.9 -1.3 0.9
C 0.67177 5.60719 -1.70301 -0.1 -0.3 0.1
C 2.78093 1.67270 -3.30103 -0.2 0.1 0.4
C 1.05930 1.00029 1.24660 -0.4 0.2 -0.5
C 0.04011 1.67208 0.31173 0.3 0.0 0.3
C 0.58337 2.93119 -0.38603 -0.5 -0.4 -0.2
H 0.31622 -3.60833 3.99194 0.5 -0.3 0.4
H 0.64338 -2.52196 2.70415 0.6 0.6 0.3
H 0.75776 1.75643 -2.63308 0.1 0.0 0.0
H -1.33763 2.94290 -1.31231 -0.1 0.0 0.0
H 0.42669 6.55332 -2.18092 -0.1 -0.2 0.0
H 0.88553 5.77675 -0.65018 0.3 0.0 0.1
H 1.53964 5.17016 -2.19155 0.2 0.0 0.1
H 2.63685 0.65843 -3.67498 0.0 0.1 0.0
H 2.78770 2.37154 -4.13850 0.1 0.0 -0.1
H 3.74535 1.72191 -2.79026 -0.3 0.1 0.1
H 1.44188 1.75294 1.93987 0.2 -0.1 0.1
H 1.89600 0.63110 0.64975 0.1 0.0 0.2
H -0.83513 1.96754 0.89252 -0.1 -0.1 -0.1
H -0.27387 0.95108 -0.44506 -0.2 -0.1 0.0
H 0.85649 3.64692 0.38968 0.2 0.1 -0.1
```
Positions in Å, forces in eV/Å.

net charge: -1

[2]
Here is C3H9N5 in the gas phase at a distorted geometry from the Open Molecules 2025 dataset. Energies are from wB97M-V/def2-TZVPD.

XYZ file:
```
17
Properties=species:S:1:pos:R:3:forces:R:3
C -1.35540 0.26832 -1.28287 3.7 -3.2 -2.6
N -1.08434 -0.18027 0.09020 1.0 0.2 0.8
C -1.74604 0.68213 1.10493 -2.5 -2.2 0.3
N 0.26397 -0.14150 0.52147 1.9 -0.9 -0.3
N 1.13988 1.07184 0.18923 -2.2 -1.3 0.1
N 2.27293 0.71373 0.09511 2.6 0.1 -0.9
C 2.49550 -0.77333 0.21651 -2.0 -0.9 -0.6
N 1.14169 -1.32517 0.18008 -1.6 0.9 -0.1
H -2.12761 0.90765 -1.38349 -2.6 2.3 0.2
H -0.44515 0.71321 -1.80880 -0.9 -0.1 1.1
H -1.60198 -0.56334 -2.07011 0.3 0.8 1.9
H -2.87951 0.35854 1.26908 2.1 1.2 -1.0
H -1.34137 0.53425 2.10129 0.5 -0.2 -0.2
H -1.52562 1.65927 0.77295 -0.7 1.6 0.1
H 3.18689 -1.31972 -0.50794 -0.8 1.4 0.8
H 2.78428 -0.93119 1.22947 1.0 0.1 0.8
H 0.82189 -1.67444 -0.71710 0.3 0.2 -0.3
```
Positions in Å, forces in eV/Å.

net charge: 0
energy above the lowest of the compared OMol25 structures with the same formula, charge and spin: 5.636 eV
SMILES: CN(C)N1N=NCN1

[3]
Here is C4H2BrNS in the gas phase at a distorted geometry from the Open Molecules 2025 dataset. Energies are from wB97M-V/def2-TZVPD.

XYZ file:
```
9
Properties=species:S:1:pos:R:3:forces:R:3
C 1.71460 1.16967 0.64929 -1.0 -1.8 -0.6
C 1.09064 0.13809 0.49096 0.6 1.8 -0.2
C 0.09828 -0.86188 0.31302 -2.9 -1.3 -0.5
Br 0.08256 -2.16119 1.79627 0.0 0.4 -0.4
S -1.76839 -0.03145 0.35206 1.4 -0.7 0.4
C -1.77455 0.41375 -1.26885 0.4 -0.2 1.2
N -1.59547 0.73813 -2.34966 -0.1 0.3 -1.4
H 2.23870 2.08843 0.64360 0.3 0.2 0.2
H -0.08638 -1.49354 -0.62670 1.2 1.3 1.3
```
Positions in Å, forces in eV/Å.

net charge: 0
energy above the lowest of the compared OMol25 structures with the same formula, charge and spin: 0.639 eV
SMILES: C#C[C@@H](Br)SC#N

[4]
Here is 2 unconnected molecules or ions with the total composition C24H27N2O2 at a distorted geometry from the Open Molecules 2025 dataset. Energies are from wB97M-V/def2-TZVPD.

XYZ file:
```
55
Properties=species:S:1:pos:R:3:forces:R:3
C -2.05342 -6.92994 -1.72060 0.3 0.2 0.1
O -0.83559 -6.14583 -1.75234 -0.4 0.8 0.5
C -0.77171 -5.00622 -1.01182 -0.2 -0.1 -0.1
C 0.34295 -4.15427 -1.23829 -0.3 -0.6 -0.1
C 0.50354 -3.01199 -0.49648 -0.2 0.1 0.4
C -0.46127 -2.61615 0.47338 -0.1 -0.8 -0.7
C -0.22169 -1.42260 1.21892 0.1 -0.1 1.2
C -1.23861 -0.64328 1.81797 -0.6 0.2 -0.1
C -0.91212 0.28391 2.84993 -0.2 -0.1 -0.3
C -1.89779 0.95930 3.52199 -0.3 -0.1 0.3
C -3.26291 0.65313 3.26751 -0.4 -0.4 0.3
O -4.17002 1.08603 4.18222 0.5 -0.3 -1.1
C -5.54847 0.68172 4.01789 0.2 0.1 -0.1
C -3.60387 -0.14175 2.14285 -0.1 0.2 0.5
C -2.60073 -0.73368 1.40199 0.5 0.0 0.3
C -1.57124 -3.48887 0.69897 0.2 0.7 -0.3
C -1.74272 -4.64133 -0.04490 0.3 -0.4 -0.4
H -1.91316 -7.68881 -2.49211 -0.1 0.1 0.2
H -2.18845 -7.41165 -0.74124 0.1 0.1 -0.3
H -2.93152 -6.31028 -1.95510 0.3 -0.1 0.0
H 1.06284 -4.44092 -2.00312 -0.2 0.0 0.2
H 1.36745 -2.36447 -0.65548 -0.2 -0.2 0.0
H 0.80763 -1.25737 1.52891 -0.5 -0.2 0.1
H 0.13941 0.43491 3.10087 -0.4 0.0 0.0
H -1.66230 1.65604 4.32394 -0.1 -0.2 -0.1
H -6.07541 1.15679 4.84498 0.1 -0.1 -0.2
H -5.94778 1.04043 3.06080 0.1 0.0 0.2
H -5.65804 -0.41017 4.07768 0.2 0.3 0.0
H -4.65093 -0.34678 1.90704 0.5 0.2 0.0
H -2.86305 -1.29318 0.50386 0.1 0.1 0.3
H -2.29703 -3.26028 1.48188 0.3 -0.1 -0.2
H -2.61603 -5.28290 0.11093 0.5 0.3 0.1
C 3.63598 5.01883 -3.35284 -0.3 0.3 0.2
C 4.78077 4.86892 -2.33832 0.2 -0.4 0.0
C 4.23546 3.94054 -1.23899 0.2 0.6 0.4
N 3.08760 3.27607 -1.82974 -0.3 -0.5 0.3
C 2.35904 2.34600 -1.14981 0.3 0.3 -0.2
C 2.62807 2.10500 0.22108 -0.4 -0.3 0.4
C 1.83192 1.19049 0.89764 0.4 -0.1 -0.9
N 0.93268 0.41839 0.27149 -0.6 0.5 -0.4
C 0.63584 0.65093 -1.01248 1.0 0.7 -0.1
C 1.31132 1.61010 -1.76492 -0.3 -0.2 0.2
C 2.67113 3.84512 -3.10184 -0.1 -0.2 -0.6
H 3.10117 5.95565 -3.16422 0.1 -0.1 -0.1
H 3.98776 5.03353 -4.38603 0.0 0.0 0.2
H 5.65930 4.40919 -2.80618 -0.2 0.1 0.1
H 5.09286 5.82753 -1.91549 0.0 -0.2 -0.1
H 4.99872 3.22496 -0.89031 -0.3 0.1 -0.2
H 3.93788 4.54007 -0.35641 0.0 -0.2 -0.3
H 3.41012 2.63246 0.77079 -0.4 -0.1 -0.3
H 1.94112 1.06475 1.97850 0.1 -0.2 -0.3
H -0.15679 0.04589 -1.46518 0.3 0.1 0.2
H 1.03597 1.76356 -2.81074 0.2 0.0 0.4
H 1.62074 4.18448 -3.06743 0.3 -0.1 0.1
H 2.73341 3.09805 -3.91161 0.0 0.1 0.3
```
Positions in Å, forces in eV/Å.

net charge: +1
energy above the lowest of the compared OMol25 structures with the same formula, charge and spin: 2.763 eV

no.,HOMO-LUMO gap (eV),HOMO energy (eV)
1,4.76,-5.1
2,9.70,-8.7
3,9.37,-10.1
4,6.40,-10.6